No. 1
Formula: C23H49N8O6P4S2
Source: the OMol25 dataset
Level of theory: wB97M-V/def2-TZVPD

Summary:
* F_max: 8.25 eV/A
* E_tot: -3956.95458 a.u.
* frontier orbital gap: 6.00 eV
* LUMO level: 1.035 eV

The geometry in ORCA input format:
```
! RIJCOSX wB97M-V def2-TZVPD def2/J DEFGRID3
* xyz -1 1
C -2.19 -6.79 1.50
C 3.01 3.13 4.24
H 4.35 -0.36 2.49
P -0.55 4.23 -3.91
N 2.46 -0.17 -0.07
H 0.29 -5.80 -1.77
C -1.97 6.55 -4.03
H 1.05 -5.19 0.06
C -1.86 0.36 1.59
H 1.78 3.72 -1.05
H 0.39 -4.01 -1.90
H -1.95 -7.84 1.67
C -3.13 -0.24 1.74
O 0.22 2.39 1.18
H -1.23 0.10 0.73
H 1.14 -1.60 4.67
H -1.13 -4.21 2.92
H 3.28 -1.41 3.58
C -0.19 -4.90 -2.17
C -0.01 2.30 -2.11
O -2.50 -3.20 -0.24
H 5.45 -1.94 4.28
C 0.63 -4.86 1.00
H 0.86 6.29 -5.75
P 2.23 0.91 3.25
H -2.00 -3.00 -2.76
N 0.96 4.36 -4.83
H 1.22 6.67 -3.19
S 2.75 4.73 4.29
H -0.13 -2.84 2.42
H 0.61 2.62 -6.04
H -1.88 -7.20 -1.78
O 1.36 -0.16 2.12
H -2.25 -4.48 -3.71
H 2.32 3.09 -5.87
S 1.82 0.26 6.72
N -0.64 -4.16 0.84
H -0.17 0.24 4.87
C -2.18 1.60 3.64
H 0.18 2.15 -1.04
C 1.36 3.03 -5.35
C -0.95 -3.49 2.11
H 1.50 2.31 -4.54
N -1.70 -6.35 0.17
H -3.40 -4.04 -2.46
H -2.55 6.02 -4.78
H 2.86 1.61 2.18
C 1.64 4.00 -2.09
N -1.57 -4.81 -1.74
C 2.00 -0.33 0.99
H 1.86 5.06 -2.14
N 0.28 3.68 -2.51
H 0.56 -5.72 1.67
H 5.98 -0.96 5.67
H 2.40 3.47 -2.68
H -1.90 7.59 -4.37
H -1.05 2.03 -2.28
H -0.05 7.84 -3.14
H -4.10 1.28 4.68
N 3.10 1.95 4.50
H -1.72 -6.22 2.30
C 5.10 -1.22 5.05
H 0.61 1.58 -2.67
H 1.37 -4.18 1.42
C 0.15 6.78 -2.99
O -1.95 4.02 -3.37
P 1.18 -0.20 4.92
H 1.85 5.14 -6.59
H -0.13 -5.02 -3.26
H 0.08 5.00 -6.68
N -0.64 5.97 -3.89
P -2.02 -4.63 -0.07
H -4.95 -0.33 2.96
H -2.53 6.54 -3.09
C -2.34 -4.04 -2.71
H -3.28 -6.66 1.59
H -3.45 -0.94 0.95
O 0.89 2.07 3.32
C 3.66 -0.37 3.38
H -1.79 2.32 4.39
H -0.05 6.55 -1.93
C -3.95 0.11 2.85
C -3.45 1.03 3.83
H -2.19 -8.31 -0.48
H -3.41 -7.08 -0.90
H -1.83 -2.85 2.05
C -2.33 -7.27 -0.80
H 4.33 -1.72 5.68
C 0.01 1.96 2.29
C 0.92 5.24 -6.02
C -1.36 1.31 2.52
O 4.52 -0.05 4.50
*
```

Just the Löwdin charges please, in e? Sure, here they are: -0.138 -0.848 0.106 0.725 0.153 0.065 -0.158 0.051 -0.018 0.088 0.090 0.081 -0.079 0.100 0.121 -0.052 0.068 0.072 -0.141 -0.132 -0.302 0.081 -0.133 0.068 0.562 0.083 -0.272 0.063 0.578 0.070 0.081 0.069 -0.263 0.074 0.080 0.043 -0.296 -0.058 -0.055 0.050 -0.140 -0.130 0.061 -0.268 0.068 0.066 0.081 -0.126 -0.350 -0.444 0.049 -0.292 0.074 0.088 0.075 0.072 0.070 0.074 0.097 -0.099 0.059 -0.149 0.068 0.084 -0.144 -0.307 0.315 0.076 0.076 0.082 -0.350 0.736 0.093 0.081 -0.151 0.082 0.089 -0.242 -0.327 0.120 0.090 -0.089 -0.086 0.078 0.085 0.057 -0.134 0.077 -0.496 -0.137 -0.129 -0.309

No. 2
Formula: C23H50B3N5O11
Source: the OMol25 dataset
Level of theory: wB97M-V/def2-TZVPD

Summary:
* SMILES: COCB1OB(CCCOC(C)=O)OB(CC(=O)N(C)C)O1.CNC(C)=O.CNC(C)=O.CNC(C)=O.CNC(C)=O
* F_max: 8.97 eV/A
* E_tot: -2082.38070 a.u.
* frontier orbital gap: 9.14 eV
* LUMO level: 0.162 eV

The geometry in ORCA input format:
```
! RIJCOSX wB97M-V def2-TZVPD def2/J DEFGRID3
* xyz 0 1
H -8.25 0.86 2.62
C -3.80 -1.73 0.47
C -6.04 -6.43 4.44
C 1.04 -1.78 -1.54
H -1.88 -3.15 -1.46
H -8.88 0.18 1.11
H 8.66 -0.56 1.03
C -6.30 3.02 2.33
H -6.38 -6.57 5.47
C 2.93 -0.61 3.91
H 3.75 6.12 -4.86
C 0.49 -3.30 -1.28
H 1.19 -3.80 -0.46
O 1.69 -0.92 1.89
H -1.30 -4.43 -0.20
H -4.29 -4.76 2.78
C 2.65 2.42 0.40
H 3.65 0.21 4.00
N -6.06 1.98 1.37
H 0.09 6.85 -5.81
H -3.60 -0.79 -0.24
H 0.81 7.82 -4.49
H 6.33 -2.64 -0.59
H 1.51 1.59 -3.51
H 3.70 -1.68 0.83
H 5.88 -0.96 1.70
N 3.88 -1.44 1.80
C 2.99 2.78 -2.08
C -2.36 -2.27 1.12
H 3.27 -1.47 4.49
H 3.03 5.16 -6.18
O 3.80 -2.20 -1.48
H 8.55 -2.16 -0.05
O 6.95 -0.63 -0.25
H 2.42 6.80 -5.84
H 5.51 -2.64 2.19
H 2.75 3.29 1.21
H -0.85 7.21 -4.35
N -6.76 -5.32 3.88
C 0.15 6.98 -4.73
H -4.42 -1.30 1.39
O -6.57 0.18 0.12
H 5.31 -1.30 3.35
C 2.77 -1.00 2.47
C -6.26 -4.16 3.36
H 1.00 -1.08 -0.59
B 3.42 0.33 -2.97
O 2.78 -0.96 -3.43
H 1.96 1.57 0.84
O -7.02 -3.30 2.91
H -4.96 -6.27 4.44
C 2.66 1.77 -3.32
C -8.31 1.00 1.54
H -4.39 -4.00 4.40
H 0.50 -3.90 -2.30
H -7.77 -5.37 3.84
H -7.31 2.99 2.74
O -2.33 -2.70 2.41
N 1.91 5.29 -4.45
C -4.76 -3.98 3.37
N 2.12 3.05 -0.87
H -5.15 1.92 0.93
O 4.67 0.19 -2.20
H 1.97 -0.28 4.31
C 2.82 5.89 -5.39
C 8.37 -0.98 -0.03
O 4.17 3.46 -2.16
H -6.28 -7.32 3.86
H 3.07 2.27 -4.31
C -1.05 -3.35 -0.64
O 0.01 5.09 -3.27
B 2.58 -1.68 -2.12
C -6.92 1.01 0.95
H 0.43 1.61 -0.90
C 0.66 5.72 -4.09
H -4.39 -2.56 -0.10
H -4.51 -3.01 2.94
B 4.85 -1.18 -1.67
H -8.82 1.94 1.31
C 6.40 -1.62 -1.20
H 2.19 4.43 -3.98
H -5.57 2.91 3.14
H 0.34 -1.28 -2.36
H 3.73 1.94 0.28
C 0.66 2.74 -1.12
H 9.07 -0.54 -0.89
C 5.22 -1.59 2.31
O -1.08 -2.30 0.40
H 7.05 -1.76 -2.17
H 0.04 3.41 -0.36
H 0.30 3.07 -2.20
H -6.14 3.98 1.84
*
```

Just the Löwdin charges please, in e? Sure, here they are: 0.087 -0.021 -0.087 -0.082 0.133 0.087 0.108 -0.084 0.081 -0.009 0.088 -0.142 0.134 0.019 0.144 0.090 -0.091 0.085 -0.002 0.085 0.101 0.086 0.138 0.131 0.115 0.068 0.028 -0.279 -0.253 0.086 0.083 0.168 0.105 -0.281 0.075 0.089 0.106 0.085 -0.007 -0.012 0.098 0.014 0.079 -0.538 -0.544 0.117 -0.332 0.136 0.086 0.018 0.075 0.017 -0.011 0.093 0.127 0.140 0.075 -0.047 0.016 -0.021 -0.178 0.141 0.190 0.086 -0.074 -0.130 -0.054 0.081 0.133 -0.181 0.015 -0.364 -0.544 0.090 -0.531 0.106 0.045 -0.318 0.083 -0.103 0.103 0.084 0.135 0.113 -0.112 0.110 -0.066 -0.134 0.143 0.115 0.083 0.083

No. 3
Formula: C23H50B6F24N6O2
Source: the OMol25 dataset
Level of theory: wB97M-V/def2-TZVPD

Summary:
* F_max: 3.01 eV/A
* E_tot: -3932.70687 a.u.
* frontier orbital gap: 9.29 eV
* LUMO level: 3.282 eV

The geometry in ORCA input format:
```
! RIJCOSX wB97M-V def2-TZVPD def2/J DEFGRID3
* xyz -2 1
C -3.44 2.45 -5.17
F 2.02 0.30 -4.33
H 2.79 -0.32 2.49
H 2.48 2.90 -1.35
H -1.95 -1.10 1.12
C 0.33 2.38 -5.47
H 0.17 1.31 2.43
H -0.24 6.62 -5.42
F 1.43 -2.01 -4.42
H -3.63 -0.86 0.94
C 1.35 1.14 4.19
H 1.38 2.78 0.01
H 5.23 -3.96 3.58
N 0.33 0.45 -1.94
H -3.47 2.34 -6.27
H -2.27 2.04 -3.53
H 2.37 -0.05 6.20
F -3.56 -0.12 -3.43
H 1.14 6.24 -4.48
H 1.12 -0.10 -1.67
B 5.36 2.47 -0.56
F -3.40 2.82 2.32
H 4.36 -4.64 5.01
C -3.11 -3.89 2.22
H 0.18 -0.81 2.65
C -3.71 -5.52 -0.95
H -0.18 0.17 6.42
H -3.71 3.47 -4.93
C -2.92 -1.44 1.50
H 2.10 3.60 -5.81
C 0.61 1.89 -1.75
H 2.44 1.52 -0.65
H -1.78 4.68 -4.64
F -2.29 0.79 2.82
H -3.13 -7.40 -1.83
C 4.30 -3.98 4.14
B 1.13 -2.41 0.65
N -3.33 -4.71 0.18
H -1.54 0.77 -1.02
C 0.64 5.97 -5.39
F -4.03 -1.28 -1.46
H -3.22 -7.50 -0.01
H -3.12 -1.19 2.51
H -1.09 -0.91 -1.29
H -1.86 -6.62 -0.84
N 1.56 -0.35 4.30
H 3.57 -4.42 3.45
F 4.48 2.64 -1.80
H -3.49 -4.98 -1.88
H -4.19 1.75 -4.83
C -0.72 0.04 -0.98
F -2.85 -2.38 -3.20
C 1.14 1.66 2.79
B -3.90 -1.44 -2.96
H 2.37 -2.64 3.01
B 2.02 5.95 2.05
H 0.53 1.33 -5.66
N -3.06 -2.90 1.27
F -0.21 -0.28 -4.45
H 1.24 6.12 -6.31
C 3.23 -2.11 3.38
C 0.37 -1.08 3.69
B 1.15 -0.74 -4.93
F 0.95 6.96 1.88
C 1.66 -0.78 5.78
F 6.11 3.65 -0.21
F 1.19 -2.32 -0.81
N 0.25 4.57 -5.30
H -4.79 -5.71 -0.99
F -3.54 1.02 0.81
N -0.92 2.80 -5.00
H -0.43 -0.01 0.05
H 1.16 2.76 2.90
F 2.43 5.95 3.44
C -2.11 1.98 -4.60
C 2.87 -0.67 3.53
B -2.68 1.75 1.73
F 1.18 -0.62 -6.32
H 2.22 1.67 4.58
H -0.09 0.24 -2.86
H 0.52 1.42 4.82
H 2.14 -1.76 5.78
C 0.36 -0.77 6.53
O 3.70 -2.75 4.53
H 1.85 1.31 2.06
F 1.43 4.63 1.72
C -3.31 -5.04 1.51
F -5.15 -1.93 -3.43
F -0.25 -2.77 1.05
C 1.09 3.52 -5.55
C -0.99 4.08 -5.01
C 1.71 2.28 -0.87
H -0.60 -0.86 4.11
H 3.97 -2.12 2.57
H 0.43 -2.16 3.72
H 3.63 -0.10 4.05
C -2.90 -6.93 -0.87
F 3.16 6.19 1.25
O -0.12 2.55 -2.43
C -3.18 -3.39 0.06
F 1.47 -1.13 1.25
H -1.84 0.98 -4.87
H -3.16 -2.84 -0.90
F 4.48 2.16 0.54
F -1.53 2.15 1.04
F 6.26 1.38 -0.85
H 0.61 -0.89 7.58
H -3.42 -6.10 1.68
F 1.94 -3.49 1.13
H -0.26 -1.64 6.23
H -2.98 -3.61 3.24
*
```

Löwdin population analysis, charges in e, atoms 1 to 99: -0.070 0.032 0.122 0.108 0.085 0.045 0.062 0.095 0.133 0.072 -0.162 0.087 0.091 0.121 0.082 0.114 0.132 0.068 0.099 0.150 -0.994 0.089 0.084 0.003 0.076 -0.132 0.080 0.065 0.025 0.128 -0.365 0.084 0.158 -0.023 0.067 -0.090 -1.020 -0.069 0.111 0.005 -0.025 0.052 0.086 0.099 0.077 -0.190 0.089 -0.063 0.133 0.074 0.004 0.067 -0.038 -1.036 0.092 -1.032 0.096 -0.048 -0.020 0.101 -0.244 0.002 -1.050 -0.015 -0.152 0.054 0.062 -0.090 0.119 0.036 -0.019 0.079 0.100 0.022 -0.156 -0.053 -1.081 0.109 0.134 0.129 0.125 0.113 -0.079 -0.183 0.065 -0.002 -0.020 0.072 0.034 0.009 -0.048 0.051 0.089 0.152 0.108 0.144 -0.045 0.075 0.143

Question: What is the F_max in the first record?
Answer: 8.25 eV/A